C23H50CrN2O2P3 as an isolated structure. Source: the Open Molecules 2025 dataset; level of theory: ωB97M-V/def2-TZVPD.

Structure (XYZ):
```
81
C23H50CrN2O2P3 | the Open Molecules 2025 dataset | ωB97M-V/def2-TZVPD
Cr 0.10549 0.52812 0.23875
P 2.30229 -0.16109 -0.26673
P -2.24381 0.01258 -0.72572
P 0.00583 0.67316 3.56990
O -0.50287 -2.32798 -1.41899
O -1.42436 -1.74362 -3.58975
N 0.25975 1.22170 -1.79548
N -0.01377 0.82397 1.93462
C 0.57525 2.40907 -4.30799
C 0.90640 2.22858 4.11579
C -3.48910 -1.28403 -0.59635
C 2.67988 1.25335 -1.37964
C 2.33284 2.25900 3.53680
C 0.95196 2.29084 5.65386
C -2.95235 1.40468 0.16387
C -0.77945 1.25442 -2.68125
C -2.00452 0.46817 5.61263
C 2.35169 -0.79795 4.17046
C -2.46414 -0.55264 3.35458
C 0.20268 3.47754 3.55276
C 2.42235 -1.57857 -1.39754
C -1.97740 0.42173 -2.44771
C -0.65600 1.91169 -3.90838
C 0.29981 -1.61214 5.27895
C 1.48263 1.58722 -2.23712
C 0.83891 -0.97910 3.98242
C 1.66118 2.22235 -3.45682
C -1.80039 0.62482 4.08990
C 0.60770 -1.96123 2.81797
C 3.76539 -0.29899 0.79444
C -2.48688 1.93174 3.66109
H 0.34548 -0.92266 6.13355
H 1.31579 1.35850 6.11212
H -0.45542 -2.15378 2.63485
H -4.35398 -1.02892 -1.21837
H 2.41590 -2.49271 -0.79095
H -0.02645 3.34504 2.48847
H 0.94536 -2.47151 5.51966
H -1.08926 -0.90155 -0.34637
H 3.02597 1.60064 4.06800
H -0.02651 2.54270 6.08462
H 2.83620 -0.40078 3.26857
H 1.05779 -1.59170 1.88284
H -0.71802 -2.00552 5.17164
H -1.88570 -0.56556 5.95078
H 3.83699 0.56392 1.46736
H -3.55470 -0.47602 3.48689
H 2.59038 -0.17005 5.04057
H -0.70502 3.74222 4.10246
H -1.75570 -0.68046 -3.08860
H -2.17709 2.24984 2.65830
H -1.34065 1.10909 6.20523
H 2.79140 -1.78967 4.36377
H -3.28141 1.07325 1.15774
H 2.32508 2.01410 2.46615
H 0.89080 4.33014 3.64415
H -2.25674 -2.09314 -3.94995
H 2.72449 3.28175 3.64070
H -2.25281 -0.51992 2.27606
H -2.23117 2.22675 0.27608
H -0.51112 -3.25596 -1.12265
H -1.55020 1.98879 -4.52506
H 4.68594 -0.35590 0.19590
H 1.08724 -2.91946 3.06907
H 1.64806 3.09441 5.94216
H -0.95569 -2.24558 -2.44587
H -3.03770 -2.22473 -0.92361
H -3.82665 1.76472 -0.39848
H 3.34616 -1.52474 -1.99192
H -3.57534 1.76662 3.64308
H 0.68491 2.92788 -5.25947
H -2.30470 2.74040 4.38077
H 3.68312 -1.21315 1.39525
H -3.04080 0.76019 5.84082
H -2.15636 -1.52920 3.74664
H 3.53588 0.96830 -2.00719
H 1.53144 -1.61997 -2.03843
H -2.88721 0.85519 -2.88956
H 2.66795 2.53068 -3.73207
H -3.79910 -1.37164 0.44974
H 2.98274 2.11363 -0.76146
```

Results
total charge	+1
spin multiplicity	5
HOMO (alpha / beta)	-9.27 / -10.67	eV
<S²>	6.0397

Mulliken population analysis, charges in e, atoms 1 to 4: atom 1 (Cr): 0.26, atom 2 (P): 1.58, atom 3 (P): 1.25, atom 4 (P): 0.09

A 2-piece molecular cluster, C2H4N2S2 overall. Source: the Open Molecules 2025 dataset; level of theory: ωB97M-V/def2-TZVPD.

Structure (XYZ):
```
10
C2H4N2S2 | the Open Molecules 2025 dataset | ωB97M-V/def2-TZVPD
S -0.43780 -1.42737 -0.05309
S -1.19674 1.40650 0.06337
N 2.40088 0.95567 -0.08082
N 0.95648 -0.65956 0.75404
C -1.61719 -0.24585 -0.33837
C 1.65514 -0.10962 -0.28765
H 1.53763 -0.47814 -1.34177
H 0.45535 0.47914 1.55717
H -2.68359 -0.56651 -0.38638
H 3.11417 0.95942 -0.94990
```

Results
HOMO	-9.16	eV

natural (NBO) population analysis, charges in e, atoms 1 to 4: atom 1 (S): 0.57, atom 2 (S): -0.07, atom 3 (N): -0.66, atom 4 (N): -0.73

C23H29AuF5S as an isolated structure. Source: the Open Molecules 2025 dataset; level of theory: ωB97M-V/def2-TZVPD.

Structure (XYZ):
```
59
C23H29AuF5S | the Open Molecules 2025 dataset | ωB97M-V/def2-TZVPD
Au 0.96542 -0.20941 -0.28177
S 2.72703 0.84341 -1.09895
F 1.27852 -1.17812 -2.98645
F 5.27923 1.26064 -2.35909
F 4.73145 -1.46265 -6.12464
F 6.23726 0.25659 -4.66013
F 2.25591 -2.16408 -5.26599
C -0.75121 2.89604 -0.50260
C -1.37035 3.35156 1.85151
C 5.02741 -0.08869 -4.24186
C -2.09380 -0.73021 -1.01413
C 2.51347 -0.80508 -3.36534
C -3.52125 -0.87409 -0.43614
C -1.22061 1.00538 1.02589
C -0.04896 -0.61245 2.12768
C -0.58623 0.70133 2.19273
C -1.63329 2.41050 0.66664
C 2.99755 -1.32450 -4.54990
C -3.12980 2.52476 0.33137
C 4.52237 0.41878 -3.05966
C -1.65801 -2.11745 -1.50582
C 0.76339 -1.26939 3.17848
C -0.50427 -1.23014 0.89873
C -2.09228 0.20704 -2.22305
C -0.28002 -1.66956 4.25696
C -1.22308 -0.29551 0.15389
C 4.26053 -0.96645 -4.99089
C 3.25513 0.07618 -2.58764
C 1.48036 -2.51729 2.66535
C 1.77534 -0.28859 3.78581
H -0.31815 3.36588 2.13676
H 2.48190 0.06214 3.03156
H 0.25815 -2.15330 5.07245
H -3.41034 2.03476 -0.59493
H -3.54435 -1.62501 0.35537
H -0.60732 -2.13908 -1.80071
H -2.50808 1.18700 -2.01633
H -0.79638 2.25377 -1.37618
H 2.18543 -2.27074 1.86922
H -2.70343 -0.24671 -3.00326
H 2.04352 -2.96981 3.48078
H -1.08054 3.89342 -0.79751
H -0.47976 -2.29474 0.73680
H 0.78387 -3.27059 2.29530
H -1.64183 4.36490 1.55830
H -3.74490 2.12057 1.13698
H -1.01420 -2.37485 3.86579
H -2.24814 -2.37774 -2.38344
H -1.08359 0.32976 -2.62423
H -3.37496 3.58163 0.22649
H 2.33988 -0.80079 4.56449
H -0.36810 1.39596 2.98424
H -1.83331 -2.89393 -0.76090
H -1.97297 3.08705 2.72222
H -0.80212 -0.80031 4.65599
H 0.29151 2.96397 -0.18814
H -3.91299 0.05832 -0.03849
H 1.29353 0.57535 4.24246
H -4.18957 -1.20544 -1.23204
```

Results
total charge	+1
HOMO (alpha / beta)	-11.27 / -11.26	eV

natural (NBO) population analysis, charges in e, atoms 1 to 4: atom 1 (Au): 0.71, atom 2 (S): -0.13, atom 3 (F): -0.32, atom 4 (F): -0.28

Short version: total energy = -3234.63753; -984.33965; -1926.71278 hartree, in the order given.